Entry 1:
{
  "formula": "C29H39AsBrFMoNO4",
  "method": "ωB97M-V with the def2-TZVPD basis set",
  "spin_multiplicity": 3,
  "charge": 3,
  "s_squared": 2.200,
  "lumo_energy_ev": [-10.2, -10.1],
  "symbols": ["Mo", "Br", "As", "F", "O", "O", "O", "O", "N", "C", "C", "C", "C", "C", "C", "C", "C", "C", "C", "C", "C", "C", "C", "C", "C", "C", "C", "C", "C", "C", "C", "C", "C", "C", "C", "C", "C", "C", "H", "H", "H", "H", "H", "H", "H", "H", "H", "H", "H", "H", "H", "H", "H", "H", "H", "H", "H", "H", "H", "H", "H", "H", "H", "H", "H", "H", "H", "H", "H", "H", "H", "H", "H", "H", "H", "H", "H"],
  "xyz": [[-0.498252, 0.642223, 0.559500], [1.479017, 1.754709, 3.248458], [1.876589, -0.469993, 0.601395], [-2.210660, -4.841129, -3.777276], [-2.122237, 2.218935, 1.031140], [-1.054113, 2.146950, -2.256524], [0.377783, 2.609035, 0.138499], [-3.474706, 1.464524, -1.361329], [-0.878798, 0.368585, 2.743411], [-3.574233, 2.217121, 0.861167], [-1.011751, -3.834725, -2.058702], [3.340664, 0.779074, 0.781730], [4.846127, -1.197006, -1.510944], [-1.512078, 3.500077, 1.303110], [-1.934857, -1.826728, -1.075685], [2.038277, -1.656215, 2.109060], [-3.159254, -2.934623, -2.847153], [-1.872239, -0.737615, -0.164951], [-0.925910, -2.811630, -1.153989], [0.150920, 1.546657, -1.990738], [-3.325563, 1.783471, -2.745106], [-0.503991, 3.788737, 0.242573], [-3.067721, -1.926568, -1.921354], [4.226450, -3.065445, -0.137653], [-0.400953, 0.752634, 5.063570], [-2.376202, -0.437994, 4.441322], [-3.977080, 2.510295, -0.550163], [2.422226, -1.527796, -0.961275], [-0.106570, 0.871924, 3.720934], [3.865294, -1.931723, -0.856940], [6.535843, -2.693398, -0.690863], [-1.930646, 1.403386, -3.130630], [5.560213, -3.443437, -0.052176], [-2.124406, -3.868144, -2.903707], [-2.004685, -0.286021, 3.129914], [-1.558062, 0.088615, 5.431554], [1.006881, 2.479557, -1.182395], [6.179913, -1.575672, -1.427380], [-5.067484, 2.574077, -0.602789], [4.571700, -0.340460, -2.120723], [2.000938, 2.081233, -1.022812], [3.007478, 1.749590, 1.132732], [-0.016549, 0.592661, -1.372404], [0.105397, 4.652837, 0.493702], [-1.066912, 3.454289, 2.291204], [-4.000840, 2.934357, 1.558603], [0.272608, 1.172876, 5.797369], [-1.708540, 1.657035, -4.167602], [-0.270387, -4.620604, -2.126174], [-4.052576, 1.234516, -3.345441], [3.837086, 0.868920, -0.181473], [-1.810891, -0.022506, 6.478910], [-2.258848, 4.293867, 1.301942], [-0.975787, 3.922622, -0.725071], [3.035540, -2.087975, 2.066242], [-4.007733, -3.036896, -3.511574], [1.763677, -2.385673, -1.013475], [-1.773760, 0.332238, -2.979740], [5.833894, -4.335153, 0.496714], [7.574007, -2.993380, -0.630948], [3.465028, -3.680756, 0.333315], [1.289868, -2.444557, 2.062241], [-2.621927, -0.699278, 2.348785], [-3.910806, 1.222257, 1.151653], [-1.264975, -1.027464, 0.802968], [0.662340, 1.145803, -2.871972], [1.087849, 3.453041, -1.659208], [6.937577, -1.006499, -1.950936], [-3.287143, -0.969710, 4.678923], [4.039908, 0.343035, 1.491002], [1.923013, -1.088036, 3.029836], [2.233580, -0.902461, -1.834218], [-3.567996, 3.474247, -0.871333], [-3.479600, 2.849844, -2.919032], [-0.109361, -2.788100, -0.449639], [-3.862520, -1.191434, -1.841455], [-2.828080, -0.249052, 0.031476]],
  "forces_ev_per_angstrom": [[-0.409, 0.877, 0.884], [-0.244, 0.210, 0.117], [-0.097, -0.163, -0.023], [0.012, -0.043, -0.031], [-0.060, -0.170, -0.327], [-0.072, 0.024, -0.250], [-0.011, -0.046, -0.336], [-0.185, 0.064, -0.042], [0.203, 0.005, -0.159], [0.133, -0.126, 0.211], [-0.076, -0.065, -0.113], [0.068, 0.056, -0.128], [0.212, 0.109, -0.081], [-0.230, -0.030, 0.057], [-0.204, -0.026, -0.228], [0.002, 0.002, 0.052], [0.044, -0.038, 0.008], [0.467, 0.087, 0.312], [-0.159, 0.127, 0.032], [-0.208, -0.105, 0.082], [-0.158, 0.065, 0.083], [0.230, -0.191, -0.200], [0.043, 0.040, 0.009], [0.112, -0.166, 0.124], [-0.073, -0.024, 0.126], [-0.027, -0.026, 0.038], [0.089, 0.073, -0.235], [0.095, 0.092, 0.046], [-0.021, -0.091, -0.062], [-0.190, 0.010, -0.129], [0.128, -0.059, 0.029], [0.299, 0.023, 0.000], [-0.154, -0.061, 0.053], [-0.007, -0.054, -0.046], [0.103, 0.153, -0.027], [0.022, 0.007, 0.153], [-0.026, 0.152, 0.269], [-0.089, 0.148, -0.085], [-0.049, 0.011, 0.008], [0.015, -0.035, 0.019], [0.141, -0.048, 0.045], [0.061, -0.018, -0.110], [0.063, -0.275, -0.394], [0.113, 0.035, 0.045], [0.116, -0.038, 0.207], [-0.017, 0.046, 0.049], [-0.032, -0.004, 0.007], [-0.020, -0.009, -0.041], [-0.033, 0.020, -0.007], [-0.028, -0.001, -0.011], [0.077, -0.007, 0.004], [-0.003, 0.010, -0.029], [-0.077, -0.034, 0.022], [-0.055, 0.037, -0.073], [0.044, -0.064, 0.064], [0.036, -0.017, 0.021], [-0.046, -0.129, -0.041], [0.050, -0.031, 0.021], [-0.009, 0.024, -0.008], [-0.030, 0.006, -0.001], [0.038, 0.016, -0.027], [-0.010, -0.041, -0.007], [-0.043, -0.010, -0.065], [0.017, -0.006, 0.064], [-0.226, -0.397, -0.101], [0.093, 0.050, -0.042], [-0.032, 0.103, 0.051], [-0.034, -0.016, 0.017], [0.020, 0.002, 0.014], [0.102, 0.037, 0.028], [0.025, -0.069, -0.017], [0.027, -0.006, -0.077], [-0.014, 0.034, -0.016], [-0.047, 0.028, 0.041], [0.082, 0.009, 0.108], [0.074, -0.038, 0.027], [0.042, -0.016, 0.017]]
}

Entry 2:
{
  "formula": "C17H19AsClF6MgO2",
  "method": "ωB97M-V with the def2-TZVPD basis set",
  "spin_multiplicity": 2,
  "charge": 0,
  "s_squared": 0.765,
  "e_above_lowest_kj_mol": 38.2,
  "lumo_energy_ev": [-0.4, -1.9],
  "symbols": ["As", "Cl", "Mg", "F", "F", "F", "F", "F", "F", "O", "O", "C", "C", "C", "C", "C", "C", "C", "C", "C", "C", "C", "C", "C", "C", "C", "C", "C", "H", "H", "H", "H", "H", "H", "H", "H", "H", "H", "H", "H", "H", "H", "H", "H", "H", "H", "H"],
  "xyz": [[-2.446265, 0.098113, 2.622254], [-3.443037, -3.837241, -4.579966], [-0.482479, -0.092104, 0.705786], [-3.179948, -1.239072, 3.384115], [-3.876067, 1.031835, 2.573606], [-1.567062, 1.379121, 1.729891], [-1.949196, 0.782915, 4.113730], [-0.872622, -0.777191, 2.538131], [-2.758277, -0.572270, 1.029460], [-0.987779, 0.703373, -0.948624], [-0.392116, -1.760916, -0.049300], [0.770687, 3.690384, 0.846747], [-1.532946, 0.091165, -1.885623], [-1.659927, -1.317843, -2.013086], [1.229829, 1.538139, 3.072010], [-2.381179, -1.841131, -3.111073], [1.703268, 1.788549, -0.624631], [-2.022687, -4.065996, -2.276236], [1.281564, 2.322148, 0.579684], [-1.085502, -2.196790, -1.038742], [1.740335, 2.483033, -1.951315], [1.773255, 0.105990, 0.999297], [-1.304164, -3.589984, -1.216264], [2.447508, -0.540476, -1.441252], [2.287982, -1.126099, 1.683830], [2.002900, 0.429635, -0.410135], [1.348405, 1.267749, 1.608700], [-2.557553, -3.184916, -3.236897], [-0.280046, 3.640004, 1.147166], [2.196933, 1.875940, 3.457683], [2.539862, 2.085648, -2.576515], [-0.888187, -4.260071, -0.475798], [-2.795994, -1.160608, -3.845158], [2.062205, -2.025769, 1.112188], [1.969006, -0.338405, -2.401026], [3.529374, -0.461609, -1.592385], [1.315672, 4.160802, 1.668921], [1.846131, -1.234277, 2.673787], [0.945838, 0.649509, 3.632360], [1.913683, 3.550898, -1.826882], [-2.200828, -5.127083, -2.391584], [2.215299, -1.561808, -1.144017], [3.371888, -1.053142, 1.806241], [0.495735, 2.316581, 3.273449], [0.796001, 2.355434, -2.488403], [-1.962852, 0.690569, -2.702221], [0.843356, 4.327269, -0.031904]],
  "forces_ev_per_angstrom": [[-1.283, 0.105, 1.125], [-0.053, -0.040, -0.067], [0.104, 0.567, 0.371], [0.137, 0.094, -0.144], [0.202, -0.141, -0.062], [0.133, -0.198, 0.049], [0.065, -0.034, -0.268], [-0.234, 0.113, 0.112], [0.262, 0.133, 0.231], [-0.502, 0.439, -1.031], [0.065, -1.399, -0.576], [-0.026, -0.045, 0.024], [0.009, 0.073, -0.078], [0.064, -0.246, 0.205], [-0.051, -0.039, -0.046], [0.016, 0.049, 0.010], [-0.012, 0.299, 0.068], [-0.019, 0.102, 0.001], [0.038, -0.044, -0.211], [0.045, 0.093, -0.111], [-0.053, -0.109, 0.093], [0.646, 0.356, 0.247], [0.047, -0.029, -0.009], [-0.008, 0.017, 0.056], [-0.185, 0.018, -0.074], [-0.013, -0.135, 0.048], [0.513, -0.037, 0.068], [0.011, 0.065, -0.009], [-0.001, 0.043, 0.007], [-0.013, 0.035, -0.003], [0.000, 0.027, -0.027], [-0.011, 0.002, 0.003], [-0.019, -0.018, -0.002], [0.007, -0.024, 0.031], [0.019, 0.003, -0.009], [0.001, -0.043, -0.030], [-0.010, 0.019, -0.006], [0.014, -0.042, 0.001], [-0.009, -0.001, 0.004], [-0.003, 0.008, -0.046], [0.044, -0.012, 0.012], [0.024, -0.011, -0.018], [0.001, -0.047, 0.001], [-0.016, -0.009, 0.037], [0.021, 0.016, -0.015], [0.026, 0.014, 0.030], [0.006, 0.012, 0.009]]
}

Entry 3:
{
  "formula": "C2HFHgO2",
  "method": "ωB97M-V with the def2-TZVPD basis set",
  "spin_multiplicity": 3,
  "charge": 0,
  "s_squared": 2.021,
  "e_above_lowest_kj_mol": 0.0,
  "lumo_energy_ev": [-0.1, -2.6],
  "symbols": ["Hg", "F", "O", "O", "C", "C", "H"],
  "xyz": [[3.787831, -1.998170, -0.471812], [-2.198857, 2.696361, -0.396830], [-1.537835, -0.699457, 0.540037], [2.095984, -0.464719, 0.115516], [0.844303, -0.624086, -0.013434], [-0.331107, -0.748108, 0.499568], [-2.660320, 1.838181, -0.273048]],
  "forces_ev_per_angstrom": [[1.286, -1.171, -0.436], [-1.284, -2.457, 0.347], [2.803, -0.336, 0.341], [-6.129, 0.433, -0.547], [6.239, 0.739, 1.352], [-4.214, 0.394, -0.733], [1.300, 2.397, -0.325]]
}

Number 1: strongest force on any atom 1.310 eV/A. Number 2: strongest force on any atom 1.709 eV/A. Number 3: strongest force on any atom 6.426 eV/A.